{"formula": "C9H13N3", "method": "the ωB97M-V functional and the def2-TZVPD basis", "elements": ["C", "C", "C", "C", "C", "C", "C", "C", "C", "N", "N", "N", "H", "H", "H", "H", "H", "H", "H", "H", "H", "H", "H", "H", "H"], "positions_angstrom": [[3.5868, -0.1413, 0.6840], [3.3227, -0.1128, -0.7729], [2.6705, 0.5909, 1.2810], [2.1685, 0.7033, -0.8141], [-1.1434, 1.7371, -0.8113], [-0.6501, -0.9178, 0.4288], [-2.6804, -1.5999, -0.7192], [-2.6710, 0.0171, 1.1944], [-1.9118, -0.4033, -0.0713], [0.3527, -1.3568, 0.7681], [-1.6518, 0.6828, -1.0983], [1.6955, 1.0369, 0.3534], [4.3831, -0.7455, 1.1122], [4.1500, 0.5115, -1.3643], [2.6505, 0.9689, 2.2533], [1.5408, 0.8576, -1.7603], [-0.7603, 2.4143, -1.6371], [-0.9685, 2.1027, 0.2728], [-3.7707, -1.3143, -0.9725], [-2.1944, -1.8482, -1.5956], [-2.8275, -2.4553, 0.0148], [-2.2352, 1.0702, 1.5017], [-2.4527, -0.8128, 1.9003], [-3.6937, 0.1345, 0.9391], [3.0902, -1.1196, -1.0871]], "atomic_forces_ev_per_a": [[1.72, -0.94, 0.15], [2.96, 0.69, -0.47], [-0.47, 0.29, -0.95], [-4.52, 1.10, -0.49], [2.29, 4.62, 2.15], [0.83, -0.20, -0.66], [-2.65, 0.87, 2.15], [2.13, 1.80, 0.19], [-1.25, 0.30, -0.18], [-0.05, -0.37, 0.24], [-1.65, -5.10, -1.02], [0.82, 1.00, -1.39], [-0.08, 0.47, 0.08], [-1.25, -1.96, 0.96], [-0.33, 0.01, 1.52], [1.03, 0.01, 1.45], [-0.74, -0.56, 0.98], [0.01, -0.47, -1.58], [1.77, -0.01, 0.26], [0.95, -0.99, -1.75], [0.71, 0.95, -0.95], [-0.92, -2.30, 0.03], [-0.60, 1.04, 0.09], [-1.04, 0.02, 0.12], [0.32, -0.29, -0.91]], "nbo_charge": [-0.2169, -0.5461, -0.0435, 0.1008, 0.0037, 0.2949, -0.5790, -0.5961, -0.0312, -0.3342, -0.4193, -0.4318, 0.2166, 0.2576, 0.2028, 0.1924, 0.1791, 0.1550, 0.2140, 0.2235, 0.2208, 0.2173, 0.2327, 0.2160, 0.2709], "total_charge": 0, "smiles": "C=NC(C)(C)C#N.C1=CN=CC1", "orbital_gap_ev": 10.0}



{"formula": "C9H13N3", "method": "the ωB97M-V functional and the def2-TZVPD basis", "elements": ["C", "C", "C", "C", "C", "C", "C", "C", "C", "N", "N", "N", "H", "H", "H", "H", "H", "H", "H", "H", "H", "H", "H", "H", "H"], "positions_angstrom": [[2.3856, -1.3812, 0.4101], [2.8706, -0.0662, 0.1156], [1.0375, -1.3926, 0.0848], [1.7522, 0.6374, -0.3564], [-1.7495, 0.9407, 0.6365], [-3.0986, 0.2698, 0.3205], [-0.9409, 0.5856, -0.6587], [0.0045, -2.4160, 0.3841], [1.7098, 2.1674, -0.6999], [-2.8772, -0.5097, -0.8716], [-1.7955, -0.2989, -1.4078], [0.6893, -0.2218, -0.4592], [2.7443, -2.1917, 0.9262], [3.9386, 0.2246, 0.0191], [-1.8479, 1.9899, 0.7437], [-1.2320, 0.3595, 1.5627], [-3.3951, -0.3712, 1.1380], [-3.9698, 0.8881, 0.0903], [-0.5432, 1.3694, -1.2277], [0.5102, -3.3772, 0.3884], [-0.4920, -2.2858, 1.2968], [-0.8229, -2.4684, -0.3958], [2.4591, 2.5978, 0.0347], [1.9200, 2.3604, -1.6570], [0.7431, 2.5902, -0.4174]], "atomic_forces_ev_per_a": [[-2.17, 1.80, -1.17], [-0.50, -0.16, -0.66], [-0.15, -1.15, 0.70], [1.44, 1.59, -0.58], [1.66, -2.71, 0.75], [0.46, 0.20, 0.83], [2.19, -2.24, 2.28], [-0.24, -0.85, -2.46], [-0.06, -2.23, 5.27], [-0.34, -0.39, -0.73], [0.55, -0.75, -0.78], [-3.16, 3.66, -0.07], [1.55, -1.63, 0.85], [-1.11, 0.08, 0.50], [0.29, 0.93, 0.52], [-1.22, 1.87, -2.05], [-0.28, -0.39, 0.05], [0.30, 0.39, 0.13], [0.07, 1.01, -0.88], [-0.22, -0.28, 0.14], [-0.58, 0.32, 1.62], [1.20, 0.08, 0.72], [-0.75, -0.16, -1.25], [0.94, 0.92, -3.67], [0.14, 0.10, -0.07]], "nbo_charge": [-0.3119, -0.3039, 0.1146, 0.1103, -0.4902, -0.3150, 0.1356, -0.6428, -0.6256, -0.0679, -0.1500, -0.3275, 0.2109, 0.2219, 0.2356, 0.2493, 0.2234, 0.2292, 0.2166, 0.2269, 0.2026, 0.2234, 0.2317, 0.2085, 0.1941], "total_charge": 0, "smiles": "Cc1ccc(C)n1[C@@H]1CCN=N1", "orbital_gap_ev": 7.6}



{"formula": "C9H13N4", "method": "the ωB97M-V functional and the def2-TZVPD basis", "elements": ["C", "C", "C", "C", "C", "C", "C", "C", "C", "N", "N", "N", "N", "H", "H", "H", "H", "H", "H", "H", "H", "H", "H", "H", "H", "H"], "positions_angstrom": [[-2.1619, 1.9983, 2.3294], [-0.8903, 2.4419, 2.2761], [-2.6686, 1.1090, 1.4504], [-0.0211, 2.0218, 1.2522], [-1.8049, 0.7486, 0.3273], [-0.5254, 1.1531, 0.2912], [1.4228, 0.0838, -0.6124], [1.9953, -0.6092, -1.8044], [1.5372, -2.1126, -1.8390], [2.1504, 0.0705, 0.4776], [0.1742, 0.4542, -0.7240], [-0.3088, -2.7357, -0.6495], [0.1991, -2.1604, -1.6733], [-2.7382, 2.4511, 3.1315], [-0.4825, 3.1070, 3.0270], [-3.6397, 0.6684, 1.4781], [0.9542, 2.4863, 1.1460], [-2.0995, 0.0179, -0.4744], [1.7164, -0.0034, -2.7147], [3.0188, -0.4381, -1.7864], [1.8090, -2.5085, -2.8780], [2.2419, -2.7372, -1.2322], [1.6355, 0.2128, 1.4101], [-1.2574, -2.7131, -0.5920], [0.0766, -3.5009, -0.0395], [-0.3331, 0.4944, -1.5771]], "atomic_forces_ev_per_a": [[-1.65, 0.74, 2.00], [3.10, 0.25, -1.36], [1.41, -1.11, -3.67], [-0.28, 0.86, 0.34], [-3.61, -1.09, 1.84], [0.61, -0.35, 0.31], [3.03, -1.13, 2.39], [-2.05, 1.71, -1.49], [4.87, -0.89, -1.65], [-1.31, -0.85, 0.17], [-1.42, 2.00, 0.25], [3.76, -0.81, -1.82], [-3.15, -0.74, 2.82], [-0.37, -0.56, -0.03], [-0.22, 0.12, -0.08], [-0.58, 0.12, 0.22], [0.04, -0.39, 0.20], [-0.22, 0.78, 1.07], [-0.31, -1.13, 0.51], [2.11, -0.74, 0.34], [-0.85, 0.77, 0.83], [-1.12, 0.48, 0.45], [0.75, 0.45, -2.10], [-3.61, 0.50, -0.02], [0.80, 1.25, -0.56], [0.26, -0.22, -0.96]], "nbo_charge": [-0.2280, -0.1571, -0.1728, -0.2404, -0.2205, 0.1004, 0.4158, -0.4225, -0.3384, -0.7031, -0.5961, -0.3295, 0.1009, 0.2328, 0.2309, 0.2288, 0.2419, 0.1895, 0.2314, 0.2805, 0.3105, 0.2405, 0.3657, 0.4050, 0.4207, 0.4132], "total_charge": 1, "smiles": "[H]/N=C(/CCN=[NH2+])Nc1ccccc1", "orbital_gap_ev": [5.4, 5.4]}



{"formula": "C9H13NO", "method": "the ωB97M-V functional and the def2-TZVPD basis", "elements": ["C", "C", "C", "C", "C", "C", "C", "C", "C", "H", "H", "H", "H", "H", "H", "H", "H", "H", "H", "H", "H", "H", "N", "O"], "positions_angstrom": [[-1.7057, 1.0146, -1.3466], [-0.2462, 1.5395, -1.4895], [0.7822, 1.3295, -0.3759], [1.0995, -0.1323, -0.0181], [2.3817, -0.3938, 0.7939], [2.0979, -1.7447, 1.4920], [0.6095, -1.5901, 1.8045], [-1.2476, -0.6884, 0.5274], [-2.0570, 0.0776, -0.2495], [0.0251, 1.1904, -2.5327], [-0.3379, 2.5815, -1.6909], [0.4031, 1.8362, 0.5081], [1.7412, 1.8585, -0.6018], [1.1417, -0.6501, -0.9649], [3.2494, -0.4380, 0.1235], [2.6450, 0.4016, 1.4971], [2.3602, -2.4529, 0.6897], [2.7595, -1.9383, 2.3490], [0.3681, -1.0781, 2.7860], [0.0575, -2.5826, 1.8481], [-1.8233, -1.4615, 1.0691], [-3.0811, -0.1093, -0.2770], [0.0782, -0.7149, 0.7790], [-2.5428, 1.4220, -2.1357]], "atomic_forces_ev_per_a": [[0.80, 0.39, 0.89], [-0.30, -1.07, -1.44], [0.59, 0.18, -0.05], [0.48, 1.37, -0.32], [0.58, 0.27, -0.30], [0.54, 1.02, -0.65], [-1.07, -1.20, 1.45], [-0.97, -0.39, 0.37], [1.96, 0.79, -1.40], [0.29, -0.13, 1.21], [-0.26, 1.03, 0.15], [-0.06, -0.01, 0.32], [-0.71, -0.43, -0.17], [0.28, -0.51, -0.55], [-0.19, -0.16, 0.07], [-0.54, 0.09, 0.08], [-0.71, -0.42, 0.59], [-0.45, 0.09, -0.21], [0.83, -0.73, -0.65], [0.60, 1.07, -0.22], [0.57, 0.50, 0.11], [-1.53, -0.65, 0.28], [-1.02, -0.80, 0.05], [0.31, -0.31, 0.35]], "nbo_charge": [0.5577, -0.5180, -0.4062, -0.0387, -0.3953, -0.4204, -0.2042, 0.1040, -0.4537, 0.2293, 0.2406, 0.2122, 0.2200, 0.1811, 0.2155, 0.2074, 0.2115, 0.2278, 0.1948, 0.2026, 0.2031, 0.2260, -0.4195, -0.5778], "total_charge": 0, "smiles": "O=C1C=CN2CCC[C@@H]2CC1", "orbital_gap_ev": 8.8}



Copy entry 4 word for word.
{"formula": "C9H13NO", "method": "the ωB97M-V functional and the def2-TZVPD basis", "elements": ["C", "C", "C", "C", "C", "C", "C", "C", "C", "H", "H", "H", "H", "H", "H", "H", "H", "H", "H", "H", "H", "H", "N", "O"], "positions_angstrom": [[-1.7057, 1.0146, -1.3466], [-0.2462, 1.5395, -1.4895], [0.7822, 1.3295, -0.3759], [1.0995, -0.1323, -0.0181], [2.3817, -0.3938, 0.7939], [2.0979, -1.7447, 1.4920], [0.6095, -1.5901, 1.8045], [-1.2476, -0.6884, 0.5274], [-2.0570, 0.0776, -0.2495], [0.0251, 1.1904, -2.5327], [-0.3379, 2.5815, -1.6909], [0.4031, 1.8362, 0.5081], [1.7412, 1.8585, -0.6018], [1.1417, -0.6501, -0.9649], [3.2494, -0.4380, 0.1235], [2.6450, 0.4016, 1.4971], [2.3602, -2.4529, 0.6897], [2.7595, -1.9383, 2.3490], [0.3681, -1.0781, 2.7860], [0.0575, -2.5826, 1.8481], [-1.8233, -1.4615, 1.0691], [-3.0811, -0.1093, -0.2770], [0.0782, -0.7149, 0.7790], [-2.5428, 1.4220, -2.1357]], "atomic_forces_ev_per_a": [[0.80, 0.39, 0.89], [-0.30, -1.07, -1.44], [0.59, 0.18, -0.05], [0.48, 1.37, -0.32], [0.58, 0.27, -0.30], [0.54, 1.02, -0.65], [-1.07, -1.20, 1.45], [-0.97, -0.39, 0.37], [1.96, 0.79, -1.40], [0.29, -0.13, 1.21], [-0.26, 1.03, 0.15], [-0.06, -0.01, 0.32], [-0.71, -0.43, -0.17], [0.28, -0.51, -0.55], [-0.19, -0.16, 0.07], [-0.54, 0.09, 0.08], [-0.71, -0.42, 0.59], [-0.45, 0.09, -0.21], [0.83, -0.73, -0.65], [0.60, 1.07, -0.22], [0.57, 0.50, 0.11], [-1.53, -0.65, 0.28], [-1.02, -0.80, 0.05], [0.31, -0.31, 0.35]], "nbo_charge": [0.5577, -0.5180, -0.4062, -0.0387, -0.3953, -0.4204, -0.2042, 0.1040, -0.4537, 0.2293, 0.2406, 0.2122, 0.2200, 0.1811, 0.2155, 0.2074, 0.2115, 0.2278, 0.1948, 0.2026, 0.2031, 0.2260, -0.4195, -0.5778], "total_charge": 0, "smiles": "O=C1C=CN2CCC[C@@H]2CC1", "orbital_gap_ev": 8.8}